[1]
C36H25Br2N2O7PSe2V as an isolated structure, computed with ωB97M-V/def2-TZVPD.

Last column: Löwdin charge in e.
Positions of all 76 atoms, in Å:
V  -0.9320  0.1249  0.8536  0.811
Se  0.1597  1.6331  -0.9969  0.471
P  1.4794  0.2278  -2.0433  0.139
Se  2.9673  -0.8249  -0.9661  0.272
C  0.4610  -0.9006  -3.0629  -0.404
C  -0.9195  -0.7813  -3.1536  -0.113
C  -1.6350  -1.6119  -4.0060  -0.088
C  -0.9771  -2.5669  -4.7654  -0.112
C  0.4021  -2.6993  -4.6638  -0.110
C  1.1182  -1.8713  -3.8147  -0.121
C  2.2197  1.2923  -3.3440  -0.406
C  3.5930  1.4686  -3.4225  -0.115
C  4.1383  2.2827  -4.4083  -0.093
C  3.3132  2.9166  -5.3234  -0.105
C  1.9361  2.7364  -5.2531  -0.092
C  1.3917  1.9307  -4.2668  -0.106
H  -1.4303  -0.0429  -2.5486  0.058
H  -2.7123  -1.5192  -4.0644  0.099
H  -1.5379  -3.2171  -5.4260  0.096
H  0.9211  -3.4528  -5.2436  0.099
H  2.1913  -1.9839  -3.7109  0.087
H  4.2241  0.9599  -2.7029  0.044
H  5.2117  2.4191  -4.4587  0.096
H  3.7387  3.5501  -6.0924  0.094
H  1.2861  3.2274  -5.9669  0.097
H  0.3186  1.7976  -4.2073  0.097
Br  -0.3651  -4.3264  -1.4032  0.829
C  -1.2028  -3.9363  0.2372  -0.584
C  -1.7709  -4.9796  0.9894  -0.168
C  -2.3820  -4.7347  2.1853  -0.624
Br  -3.1295  -6.1871  3.1581  0.732
C  -2.4643  -3.4173  2.7003  -0.180
C  -3.0495  -3.0363  3.9262  -0.022
C  -3.0539  -1.7205  4.2984  -0.034
C  -2.4789  -0.7622  3.4463  -0.083
N  -1.9310  -1.0916  2.3064  0.056
C  -1.9008  -2.3919  1.9224  -0.131
C  -1.2329  -2.6281  0.6772  -0.366
O  -0.7155  -1.6140  0.0424  -0.184
H  -1.7138  -5.9886  0.6056  0.092
H  -3.4843  -3.7941  4.5640  0.079
H  -3.4877  -1.4073  5.2376  0.103
H  -2.4583  0.2891  3.7077  0.121
C  -1.9156  4.1950  2.1611  0.002
C  -2.0441  2.8987  1.4045  -0.365
O  -1.3793  1.9421  1.8306  -0.066
C  -2.9172  2.8097  0.2543  -0.124
C  -3.5235  3.9700  -0.2708  -0.043
C  -4.4049  3.9132  -1.3166  -0.101
C  -4.7298  2.6566  -1.8588  -0.080
C  -4.1740  1.5077  -1.3672  -0.004
C  -3.2286  1.5408  -0.3092  -0.358
O  -2.7208  0.4303  0.1076  -0.167
H  -1.3318  4.0122  3.0590  0.088
H  -2.8880  4.6135  2.4181  0.087
H  -1.3874  4.9223  1.5410  0.097
H  -3.2712  4.9330  0.1540  0.104
H  -4.8433  4.8159  -1.7192  0.093
H  -5.4300  2.5969  -2.6840  0.101
H  -4.4137  0.5365  -1.7808  0.116
O  0.7761  -1.7499  3.1458  0.080
C  1.2539  -0.7174  2.7049  -0.549
O  0.6634  0.1603  1.9583  -0.181
C  2.6803  -0.3442  3.0366  -0.105
C  3.3223  0.6865  2.3598  -0.025
C  4.6408  1.0056  2.6578  -0.052
C  5.3231  0.3098  3.6410  -0.010
C  4.6600  -0.7111  4.3043  -0.142
C  3.3539  -1.0599  4.0151  0.068
N  5.3790  -1.4494  5.3552  -0.357
O  4.7841  -2.3274  5.9486  0.069
O  6.5350  -1.1370  5.5840  0.051
H  2.7787  1.2108  1.5857  0.101
H  5.1412  1.7957  2.1139  0.106
H  6.3470  0.5365  3.8969  0.112
H  2.8588  -1.8718  4.5263  0.128

Frontier orbital gap (alpha / beta) = 6.898 / 6.917 eV
Net charge = -1
Multiplicity = 3
Relative energy (zero: lowest compared OMol25 entry of this formula, charge and spin) = 0.000 eV

---

[2]
A 3-piece molecular cluster, C23H42F6N6O5P2 overall, computed with ωB97M-V/def2-TZVPD.

Last column: Löwdin charge in e.
Positions of all 84 atoms, in Å:
O  1.5286  -5.1580  -4.5274  0.051
C  0.4253  -4.7087  -3.9052  -0.218
O  -0.9872  -4.7371  -4.3934  0.017
C  -1.7195  -4.8129  -3.0854  -0.084
F  -1.2355  -6.1610  -2.6041  -0.032
C  -0.9026  -3.6105  -2.3263  -0.113
C  -1.0129  -3.4337  -0.6985  -0.189
F  -2.2052  -2.6441  -0.2502  -0.028
F  -0.9451  -4.7327  0.0263  -0.002
C  0.3258  -2.5375  -0.2497  -0.027
C  1.3294  -2.9546  0.9924  0.034
C  2.6131  -1.9195  1.2685  -0.022
C  2.8894  -0.5823  0.3212  0.023
C  1.8930  -0.2226  -0.9303  -0.034
C  2.0857  1.0598  -1.9702  -0.192
F  3.3763  1.7899  -1.7413  -0.022
F  2.2145  0.4759  -3.3578  -0.016
F  0.8951  1.9633  -1.9888  0.008
C  0.5952  -1.1896  -1.1988  0.074
O  0.4730  -4.1350  -2.5410  -0.006
H  -2.8780  -4.6221  -3.1009  0.202
H  -1.0813  -2.6726  -3.0055  0.181
H  1.1227  -3.9237  1.6183  0.104
H  3.3079  -2.2157  2.1916  0.100
H  3.8102  0.0961  0.5696  0.089
H  -0.1534  -0.9121  -2.0851  0.122
C  -8.7280  -0.7383  -0.7947  -0.122
N  -8.4008  -2.1280  -0.5157  -0.366
C  -8.9680  -2.9681  -1.5781  -0.143
P  -6.8435  -2.6343  -0.0298  0.736
O  -6.2097  -2.2184  -1.3798  -0.325
N  -6.0240  -1.4696  0.8999  -0.316
C  -6.6246  -0.3401  1.5875  -0.132
C  -4.6673  -1.1138  0.4818  -0.144
N  -7.5721  -3.1125  1.5223  -0.290
C  -6.9771  -4.3742  1.9761  -0.152
C  -8.9972  -3.1213  1.8392  -0.128
H  -9.7807  -0.6325  -1.0804  0.083
H  -8.1068  -0.3197  -1.5918  0.087
H  -8.6334  -0.1206  0.0940  0.051
H  -8.8555  -4.0273  -1.3218  0.074
H  -8.4728  -2.7976  -2.5401  0.077
H  -10.0418  -2.7892  -1.7016  0.080
H  -6.7551  0.5171  0.9194  0.080
H  -5.9897  -0.0130  2.4184  0.081
H  -7.5881  -0.5834  2.0397  0.069
H  -4.6792  -0.3884  -0.3358  0.082
H  -4.1184  -2.0007  0.1494  0.043
H  -4.0901  -0.6877  1.3105  0.085
H  -7.3398  -5.2157  1.3762  0.077
H  -7.1966  -4.5670  3.0320  0.081
H  -5.8863  -4.3375  1.8831  0.076
H  -9.5523  -3.8354  1.2217  0.082
H  -9.4437  -2.1274  1.7369  0.077
H  -9.1585  -3.3948  2.8891  0.086
C  6.1660  2.4080  -0.3349  -0.117
N  5.7353  3.6133  0.3564  -0.354
C  4.2906  3.5240  0.6034  -0.137
P  6.5931  4.2840  1.6724  0.737
O  6.3205  3.0520  2.5696  -0.322
N  8.2729  4.0395  1.5670  -0.322
C  9.0170  3.6851  0.3711  -0.133
C  8.9403  3.4680  2.7373  -0.144
N  6.9066  5.7004  0.6410  -0.291
C  6.8017  6.9245  1.4426  -0.153
C  6.3340  5.9495  -0.6787  -0.128
H  5.4799  2.1576  -1.1520  0.067
H  6.2352  1.5482  0.3378  0.085
H  7.1223  2.5526  -0.8297  0.054
H  3.9160  4.4749  0.9982  0.078
H  4.0490  2.7379  1.3268  0.074
H  3.7361  3.3300  -0.3214  0.061
H  9.0096  2.6047  0.1957  0.080
H  10.0642  3.9940  0.4634  0.081
H  8.6458  4.1892  -0.5234  0.069
H  8.8289  2.3811  2.7690  0.078
H  8.5280  3.8851  3.6616  0.072
H  10.0108  3.7036  2.7445  0.079
H  5.7566  7.1452  1.6844  0.077
H  7.2380  7.7852  0.9238  0.080
H  7.3507  6.8131  2.3839  0.077
H  5.2460  6.0683  -0.6402  0.083
H  6.5889  5.1574  -1.3897  0.077
H  6.7525  6.8643  -1.1158  0.086

Frontier orbital gap = 7.088 eV
Net charge = 0

---

[3]
C36H31BrIN7O5RuS as an isolated structure, computed with ωB97M-V/def2-TZVPD.

Last column: Löwdin charge in e.
Positions of all 83 atoms, in Å:
Ru  -0.0760  0.1790  0.0287  1.172
C  0.1151  -2.1648  -2.2844  -0.168
C  -1.3869  -2.1203  -2.5240  -0.097
C  -2.0231  -0.7620  -2.4709  -0.272
C  -3.1922  -0.5467  -3.2070  0.001
C  -3.8363  0.6699  -3.1308  -0.029
C  -3.2538  1.6777  -2.3706  -0.033
C  -2.0755  1.4067  -1.7010  -0.153
N  -1.4854  0.2052  -1.7339  0.014
N  0.5421  -1.9496  -0.8980  -0.192
C  -0.0549  -2.8986  0.0574  -0.096
C  -1.0618  -2.3277  1.0429  -0.258
C  -1.7318  -3.2653  1.8301  0.014
C  -2.7004  -2.8469  2.7604  -0.039
C  -2.9464  -1.5264  2.8950  0.014
C  -2.1668  -0.5177  2.1332  -0.251
N  -1.2436  -1.0261  1.1494  -0.030
C  1.9998  -2.0449  -0.8633  -0.134
C  2.5743  -1.5015  0.4180  -0.274
C  3.9225  -1.6645  0.7162  -0.007
C  4.4092  -1.1362  1.9003  -0.035
C  3.5198  -0.5167  2.7677  -0.028
C  2.1840  -0.4239  2.4069  -0.095
N  1.7339  -0.8708  1.2375  0.058
H  0.6003  -1.3971  -2.8970  0.116
H  0.4855  -3.1480  -2.6169  0.137
H  -1.9145  -2.7427  -1.7982  0.114
H  -1.5769  -2.5384  -3.5124  0.130
H  -3.6002  -1.3567  -3.7912  0.129
H  -4.7645  0.8363  -3.6575  0.120
H  -3.7042  2.6552  -2.3034  0.111
H  -1.5551  2.1953  -1.1579  0.072
H  0.7426  -3.3455  0.6652  0.139
H  -0.5359  -3.7202  -0.4858  0.139
H  -1.5304  -4.3162  1.7036  0.122
H  -3.2377  -3.5770  3.3443  0.117
H  -3.6938  -1.1397  3.5678  0.128
H  -1.5235  0.0204  2.8728  0.127
H  2.4230  -1.4804  -1.7012  0.130
H  2.3214  -3.0914  -0.9896  0.146
H  4.5630  -2.1992  0.0307  0.124
H  5.4569  -1.2264  2.1473  0.117
H  3.8542  -0.1197  3.7113  0.113
H  1.4452  -0.0002  3.0739  0.095
I  3.2647  1.9720  -4.8897  0.877
C  2.6420  1.6213  -2.9347  -0.737
C  3.3987  1.6884  -1.7857  -0.115
N  2.5934  1.3212  -0.7734  -0.003
N  1.3452  1.0925  -1.2005  -0.120
C  1.3600  1.2448  -2.5158  -0.192
H  4.4231  1.9616  -1.6383  0.127
H  2.7454  1.5738  0.2000  0.125
H  0.4826  1.1155  -3.1212  0.108
Br  -7.5523  1.9782  2.7167  0.894
C  -5.8101  1.4432  2.2693  -0.591
C  -4.6955  1.9646  2.9549  -0.086
C  -3.4439  1.5772  2.6340  0.055
C  -3.1249  0.5895  1.5534  -0.150
C  -4.3793  0.0496  0.9379  0.023
C  -5.6245  0.4829  1.2709  -0.046
C  -4.3035  -1.0475  -0.1672  -0.634
O  -5.3746  -1.3258  -0.6767  0.049
O  -3.1580  -1.4518  -0.3708  0.003
H  -4.8674  2.6705  3.7514  0.114
H  -2.6053  1.9663  3.1888  0.114
H  -2.5167  1.0973  0.7729  0.149
H  -6.4762  0.0677  0.7532  0.122
O  -0.2977  1.2133  3.6055  0.001
C  -0.0706  2.1098  2.7961  -0.551
N  0.1976  1.9081  1.4962  -0.124
S  0.6607  3.3276  0.7749  0.673
O  2.1027  3.3510  0.6976  -0.298
O  -0.0409  3.4609  -0.4737  -0.313
C  0.1588  4.4000  2.1014  -0.205
C  0.1382  5.7684  2.2255  -0.020
C  -0.1793  6.2935  3.4749  -0.047
C  -0.4322  5.4604  4.5559  -0.049
C  -0.4018  4.0801  4.4156  0.008
C  -0.1058  3.5551  3.1663  -0.145
H  0.3614  6.4022  1.3830  0.126
H  -0.2187  7.3651  3.5983  0.114
H  -0.6579  5.8945  5.5184  0.113
H  -0.6028  3.4215  5.2457  0.124

Frontier orbital gap (alpha / beta) = 5.255 / 5.813 eV
Net charge = +1
Multiplicity = 2
Relative energy (zero: lowest compared OMol25 entry of this formula, charge and spin) = 3.079 eV

---

> Number 3 is which compound?

C36H31BrIN7O5RuS